DFT (ωB97M-V/def2-TZVPD) results for C7H10 in the gas phase in a non-equilibrium geometry.

Spin multiplicity: 1
E_tot in Ha: -272.50664
HOMO energy in eV: -7.7047
Energy above the lowest of the compared OMol25 structures with the same formula, charge and spin in kJ/mol: 554.9
Maximum force in eV/Å: 4.29

```
17
Properties=species:S:1:pos:R:3:mulliken_charge:R:1
C 2.23248 0.58714 0.04983 -0.21
C 1.14985 1.03113 -0.70612 -0.76
C 1.71539 -0.77026 0.47615 -0.98
C 0.52014 -0.56689 -0.40344 0.14
C -0.74645 -0.15914 -0.14483 0.98
C -1.69737 0.21985 -1.19245 -1.42
C -1.20968 0.23246 1.19735 -1.45
H 3.14672 0.94591 0.39508 0.48
H 2.51187 -1.43157 0.16978 0.31
H 1.38964 -0.99321 1.48652 0.27
H 0.63773 -0.92133 -1.40625 0.34
H -2.54064 -0.45082 -1.32174 0.33
H -1.13167 0.27616 -2.12750 0.39
H -2.01675 1.20032 -0.94151 0.45
H -0.43679 0.68760 1.80024 0.39
H -1.48435 -0.73904 1.67092 0.29
H -2.04012 0.85168 0.99795 0.46
```


DFT (ωB97M-V/def2-TZVPD) results for 17 unconnected molecules or ions with the total composition C18H70N14O17 in a non-equilibrium geometry.

Spin multiplicity: 1
E_tot in Ha: -2773.34657
HOMO energy in eV: -8.4153
Maximum force in eV/Å: 8.64

```
119
Properties=species:S:1:pos:R:3:mulliken_charge:R:1
C -2.65574 1.62328 -3.86570 -1.14
C -1.25974 2.20428 -3.91770 0.94
O -0.91574 2.67028 -5.19170 -0.61
H -2.91074 1.18028 -2.90470 -0.13
H -2.83674 0.86528 -4.63470 0.36
H -3.42474 2.36128 -4.00270 0.49
H -0.54074 1.55828 -3.55070 -0.84
H -1.25574 3.08628 -3.28170 0.65
H -1.55674 3.40728 -5.33970 0.39
C -0.31174 -0.08272 -0.23470 1.42
O -1.51974 0.02728 -0.88970 -0.10
N -0.27574 -0.09772 1.07230 3.50
N 0.83026 -0.28072 -0.84070 2.76
H -1.16474 0.15628 1.52730 -1.44
H 0.62026 -0.02372 1.57830 -1.78
H 0.87726 -0.26072 -1.91870 -1.23
H 1.68526 -0.09272 -0.25670 -2.07
C 3.67326 1.59428 0.87230 -0.29
O 2.44226 0.95228 0.99330 0.08
N 3.95126 2.76828 0.45530 -0.28
N 4.71326 0.83928 1.03630 -0.37
H 3.22126 3.40328 0.12030 0.21
H 4.89326 2.92328 0.06230 0.26
H 4.44826 -0.14272 1.32030 0.16
H 5.65526 1.02928 0.81030 0.21
C -1.02774 -4.10372 2.01130 -0.08
O 0.12626 -4.53572 2.60730 -0.74
N -1.10074 -3.00372 1.24830 1.12
N -2.16574 -4.74272 2.16630 -0.18
H -0.43074 -2.22472 1.35230 -0.95
H -2.05474 -2.74172 1.01530 -0.42
H -2.03074 -5.60472 2.73230 0.28
H -3.09774 -4.32372 1.99730 0.20
C 1.00526 -3.52072 -1.77970 0.11
O 1.85726 -2.89772 -2.60470 -0.72
N 0.39126 -4.63072 -2.10670 -0.29
N 0.76026 -2.97772 -0.61270 0.26
H 0.53026 -5.00272 -3.01770 0.28
H -0.34174 -5.08572 -1.51270 0.23
H 0.88926 -1.94772 -0.62270 0.36
H 0.00126 -3.24372 0.00730 0.34
C 3.02926 -2.14272 1.72230 -0.04
O 1.90526 -2.12872 2.51230 -0.44
N 4.17826 -1.56172 1.99330 -0.47
N 3.14426 -2.87072 0.63630 -0.11
H 4.19026 -1.15472 2.94130 0.35
H 5.10926 -2.07072 1.88230 0.32
H 2.31826 -3.02572 0.09630 0.17
H 4.00926 -2.91572 -0.00370 0.34
C -2.43474 1.81428 2.64530 0.06
O -2.89274 0.68928 1.90030 -0.67
N -1.78874 1.68728 3.75130 -0.07
N -2.59474 3.07928 2.25130 -0.36
H -1.58074 0.77028 4.11230 0.14
H -1.43974 2.50728 4.36430 0.27
H -3.11074 3.28828 1.37030 0.29
H -2.02674 3.93528 2.54330 0.24
C -4.44974 -2.85772 0.61930 0.78
O -4.72074 -4.03872 1.28430 -0.87
N -3.75774 -1.93172 1.18430 -0.08
N -4.98774 -2.65872 -0.56970 -0.30
H -3.86574 -1.89972 2.16930 0.11
H -3.50574 -1.00672 0.80730 -0.22
H -5.50974 -3.39972 -1.03470 0.26
H -4.87374 -1.71772 -0.92870 0.20
C 0.36726 -1.14672 -4.36270 -0.46
O 1.21426 -0.16272 -3.87070 -0.54
H -0.56474 -0.74472 -4.76670 0.16
H 0.00526 -1.87172 -3.63970 -0.16
H 0.83326 -1.59972 -5.20470 0.54
H 1.76126 0.14228 -4.60370 0.30
C 2.30226 2.81828 -2.96970 -0.20
O 1.85626 4.12028 -3.31470 -0.53
H 1.42426 2.28828 -2.64670 -0.14
H 3.07326 2.90228 -2.14770 0.17
H 2.67826 2.25528 -3.81170 0.46
H 2.55626 4.58928 -3.75070 0.28
C 2.01426 0.51628 4.47130 -0.12
O 2.60726 -0.52772 5.24230 -0.63
H 0.92726 0.60628 4.75430 0.22
H 1.98726 0.31528 3.44230 -0.39
H 2.59226 1.42028 4.47730 0.47
H 2.30226 -1.36572 4.95430 0.36
C -1.21374 -1.37372 4.14230 -0.79
O -1.39774 -0.49672 5.24730 -0.57
H -1.20474 -2.38072 4.56830 0.49
H -0.19474 -1.28772 3.64930 0.16
H -1.95274 -1.37172 3.33030 0.25
H -1.96174 -0.94572 5.91230 0.32
C 1.11026 3.19228 2.72330 -0.38
O 1.22026 4.39728 2.10630 -0.60
H 2.10226 2.79428 2.76830 0.21
H 0.40226 2.40428 2.30430 0.01
H 0.91226 3.49128 3.75130 0.40
H 2.18226 4.55328 1.98130 0.40
C -3.49074 2.91628 -1.03670 -0.20
O -3.97174 3.79428 -0.07270 -0.61
H -3.23074 1.97128 -0.59570 -0.06
H -2.62574 3.36128 -1.54770 0.00
H -4.28274 2.83928 -1.81770 0.46
H -4.96674 3.85028 -0.11270 0.33
C -0.12074 3.29428 -0.65770 0.80
O -0.20974 4.46428 -1.34270 -0.63
H -0.17774 2.53828 -1.35870 -0.33
H -0.97774 3.23528 0.08730 -0.30
H 0.81026 3.17328 -0.05070 -0.32
H 0.60626 4.51628 -1.84370 0.50
C -2.39474 -2.94072 -2.23970 -0.53
O -2.42074 -1.61372 -2.78670 -0.50
H -1.82674 -3.67972 -2.72670 0.49
H -3.34874 -3.33772 -2.45570 0.40
H -2.20774 -2.92372 -1.19570 -0.11
H -2.37374 -1.06172 -2.03770 0.20
C 4.06026 -0.36072 -1.62270 0.35
O 3.91026 -1.24472 -2.68070 -0.64
H 3.84826 0.67628 -1.87870 0.04
H 5.06226 -0.46972 -1.20570 0.39
H 3.37626 -0.65972 -0.82670 -0.61
H 2.97326 -1.34072 -2.88070 0.34
```


DFT (ωB97M-V/def2-TZVPD) results for a molecular structure, C35H53HfNO6PSi.

Charge: +3
Spin multiplicity: 1
E_tot in Ha: -2549.84099
HOMO energy in eV: -16.0176
Maximum force in eV/Å: 0.62

```
98
Properties=species:S:1:pos:R:3:mulliken_charge:R:1
Hf 0.53379 0.78121 -0.18107 1.27
O 1.68713 -0.57351 1.20301 -0.71
N 0.58265 0.02691 1.87943 1.12
C 0.27162 -0.37567 3.05807 -1.34
C -0.88424 0.07448 3.77663 0.91
C -1.36367 -0.84105 4.72050 -0.77
C -2.57770 -0.63276 5.35783 -0.99
C -3.30081 0.50895 5.06926 -0.74
C -2.78590 1.46701 4.18785 -0.48
C -1.58407 1.28101 3.52371 0.60
P -0.94407 2.82414 2.74309 -0.24
C -1.05459 2.57347 0.89742 0.60
C -0.39341 3.48540 0.02934 0.27
C -0.99161 3.90451 -1.15714 -1.28
C -2.25357 3.44550 -1.50600 -0.56
C -2.90062 2.51963 -0.69725 -0.88
C -2.30608 2.06809 0.46652 -0.62
C 0.79387 2.83419 3.29645 1.03
C 0.94609 2.83428 4.68776 -0.64
C 2.18952 3.02512 5.26574 -0.89
C 3.30268 3.25852 4.46544 -0.78
C 3.16168 3.27512 3.08938 -0.81
C 1.91780 3.05058 2.50719 0.59
H 1.63616 -1.54777 1.24590 0.32
H 0.87872 -1.16271 3.50396 0.74
H -0.79209 -1.73652 4.93825 0.53
H -2.94283 -1.35111 6.07901 0.50
H -4.24799 0.69295 5.55956 0.52
H -3.32252 2.39969 4.05757 0.48
H 0.50403 3.98814 0.36692 0.69
H -0.49135 4.63815 -1.77759 0.56
H -2.73916 3.82237 -2.39690 0.53
H -3.88568 2.16214 -0.96859 0.54
H -2.83687 1.36037 1.09375 0.49
H 0.08116 2.70610 5.33001 0.51
H 2.28625 3.02278 6.34323 0.46
H 4.26750 3.44557 4.91719 0.45
H 4.02355 3.48396 2.46735 0.54
H 1.83776 3.09568 1.42658 -0.44
C -2.07262 -4.06450 -0.41945 -1.53
C -1.68451 -2.99431 0.58475 1.40
C -2.90756 -2.32831 1.19115 -1.33
C -0.76259 -3.55937 1.65163 -1.28
O -0.91346 -1.93322 -0.08424 0.27
Si -0.72610 -1.31374 -1.56655 -2.10
O -0.92759 0.33635 -1.31570 1.11
O 0.96649 -1.04941 -1.56300 1.00
C 2.03946 -1.97893 -2.06819 1.54
C 2.87927 -1.18949 -3.04913 -1.31
C 2.85189 -2.44307 -0.87454 -1.34
C 1.36777 -3.16234 -2.74032 -1.60
O -1.47306 -1.96600 -2.78073 0.02
C -2.27335 -1.49038 -3.93934 1.41
C -3.50996 -0.80949 -3.38375 -1.37
C -1.40274 -0.53581 -4.73643 -1.13
C -2.61500 -2.73901 -4.72644 -1.69
H -2.64223 -4.84673 0.08151 0.56
H -1.19082 -4.53094 -0.86324 0.33
H -2.69306 -3.65092 -1.21381 0.30
H -3.49833 -3.05571 1.74812 0.51
H -3.54056 -1.90842 0.40694 0.26
H -2.61249 -1.52981 1.87815 0.11
H -1.21398 -4.43291 2.12115 0.56
H -0.58229 -2.82263 2.43793 0.20
H 0.18567 -3.87825 1.21152 0.24
H 3.42274 -0.38611 -2.54713 0.18
H 2.26561 -0.77887 -3.85144 0.23
H 3.61701 -1.85061 -3.50427 0.56
H 3.29583 -1.60274 -0.34256 -0.16
H 3.67115 -3.07489 -1.21748 0.64
H 2.24018 -3.05063 -0.19983 0.19
H 0.82405 -2.86483 -3.63561 0.27
H 0.68388 -3.67287 -2.05654 0.35
H 2.12903 -3.88486 -3.03348 0.63
H -3.23800 0.07255 -2.79798 0.04
H -4.08005 -1.49960 -2.76058 0.32
H -4.15268 -0.48963 -4.20406 0.56
H -1.12301 0.32997 -4.12864 -0.06
H -1.95131 -0.17022 -5.60433 0.63
H -0.50436 -1.04034 -5.09707 0.26
H -3.27286 -3.39253 -4.15398 0.36
H -1.71099 -3.28892 -4.98801 0.36
H -3.12560 -2.46315 -5.64897 0.44
C 1.21918 2.01307 -3.00070 -0.80
C 2.44838 2.29681 -2.18515 -0.52
O 2.40292 1.62690 -0.84942 -0.40
C 3.73195 1.92871 -0.19459 -0.50
C 4.15362 0.98613 0.89282 -1.31
H 1.41063 2.35686 -4.01847 0.70
H 0.35227 2.56216 -2.64165 -0.15
H 0.99871 0.94866 -3.06883 -0.27
H 2.57431 3.36016 -1.98351 0.36
H 3.33937 1.91707 -2.67801 0.66
H 3.65147 2.95990 0.14548 0.43
H 4.44570 1.88515 -1.01316 0.76
H 3.49886 0.98829 1.75791 0.26
H 5.12870 1.34607 1.22944 0.51
H 4.30194 -0.02521 0.52249 0.20
```


DFT (ωB97M-V/def2-TZVPD) results for 3 unconnected molecules or ions with the total composition C5H11NO in a non-equilibrium geometry.

Spin multiplicity: 1
E_tot in Ha: -326.90604
HOMO energy in eV: -8.5035
Energy above the lowest of the compared OMol25 structures with the same formula, charge and spin in kJ/mol: 591.5
Maximum force in eV/Å: 1.06

```
18
Properties=species:S:1:pos:R:3:mulliken_charge:R:1
C 2.54798 0.87106 -0.14700 -0.56
O 1.42954 0.96953 -0.87296 -0.26
C 0.57468 -0.03932 -0.75475 0.22
C -0.09112 -0.44565 0.55607 -0.54
N -1.33984 -0.64959 -0.19554 -0.09
C -2.55520 -0.15309 0.40653 -1.01
C -0.82258 0.07512 -1.37125 -0.62
H 2.41439 0.64036 0.91196 0.29
H 3.22023 1.70177 -0.37812 0.24
H 2.69970 -0.73102 -0.62188 0.16
H 1.86327 -1.11150 -0.92061 0.05
H 0.29655 -1.33527 1.06091 0.26
H -0.14304 0.39117 1.28164 0.32
H -2.49605 0.91743 0.68572 0.39
H -2.77922 -0.72934 1.31080 0.31
H -3.39264 -0.27902 -0.28827 0.31
H -1.19276 1.11834 -1.43108 0.28
H -1.00605 -0.41281 -2.33363 0.24
```


Q: Number 2 is which compound?
A: C18H70N14O17


Copy entry 1 word for word.
DFT (ωB97M-V/def2-TZVPD) results for C7H10 in the gas phase in a non-equilibrium geometry.

Spin multiplicity: 1
E_tot in Ha: -272.50664
HOMO energy in eV: -7.7047
Energy above the lowest of the compared OMol25 structures with the same formula, charge and spin in kJ/mol: 554.9
Maximum force in eV/Å: 4.29

```
17
Properties=species:S:1:pos:R:3:mulliken_charge:R:1
C 2.23248 0.58714 0.04983 -0.21
C 1.14985 1.03113 -0.70612 -0.76
C 1.71539 -0.77026 0.47615 -0.98
C 0.52014 -0.56689 -0.40344 0.14
C -0.74645 -0.15914 -0.14483 0.98
C -1.69737 0.21985 -1.19245 -1.42
C -1.20968 0.23246 1.19735 -1.45
H 3.14672 0.94591 0.39508 0.48
H 2.51187 -1.43157 0.16978 0.31
H 1.38964 -0.99321 1.48652 0.27
H 0.63773 -0.92133 -1.40625 0.34
H -2.54064 -0.45082 -1.32174 0.33
H -1.13167 0.27616 -2.12750 0.39
H -2.01675 1.20032 -0.94151 0.45
H -0.43679 0.68760 1.80024 0.39
H -1.48435 -0.73904 1.67092 0.29
H -2.04012 0.85168 0.99795 0.46
```


What did the fourth record say?
DFT (ωB97M-V/def2-TZVPD) results for 3 unconnected molecules or ions with the total composition C5H11NO in a non-equilibrium geometry.

Spin multiplicity: 1
E_tot in Ha: -326.90604
HOMO energy in eV: -8.5035
Energy above the lowest of the compared OMol25 structures with the same formula, charge and spin in kJ/mol: 591.5
Maximum force in eV/Å: 1.06

```
18
Properties=species:S:1:pos:R:3:mulliken_charge:R:1
C 2.54798 0.87106 -0.14700 -0.56
O 1.42954 0.96953 -0.87296 -0.26
C 0.57468 -0.03932 -0.75475 0.22
C -0.09112 -0.44565 0.55607 -0.54
N -1.33984 -0.64959 -0.19554 -0.09
C -2.55520 -0.15309 0.40653 -1.01
C -0.82258 0.07512 -1.37125 -0.62
H 2.41439 0.64036 0.91196 0.29
H 3.22023 1.70177 -0.37812 0.24
H 2.69970 -0.73102 -0.62188 0.16
H 1.86327 -1.11150 -0.92061 0.05
H 0.29655 -1.33527 1.06091 0.26
H -0.14304 0.39117 1.28164 0.32
H -2.49605 0.91743 0.68572 0.39
H -2.77922 -0.72934 1.31080 0.31
H -3.39264 -0.27902 -0.28827 0.31
H -1.19276 1.11834 -1.43108 0.28
H -1.00605 -0.41281 -2.33363 0.24
```